Entry a
ORCA calculation (wB97M-V/def2-TZVPD) on one molecule with the formula C4H6N2O2.

## Properties
SMILES string ... [H]/N=C\N1OCOC1=C
E_HOMO ... -0.3081 Eh

Each line ends with the Löwdin charge.
Atoms and positions in Å:
C -1.10 2.03 -0.03  0.08
C -0.85 0.71 0.00  -0.35
C -1.17 -1.52 0.01  -0.13
C 1.67 0.56 0.02  -0.25
H -0.29 2.73 -0.11  0.05
H -2.10 2.39 -0.02  0.06
H -1.45 -2.12 0.90  0.14
H -1.50 -2.07 -0.89  0.14
H 1.67 1.63 0.07  0.12
H 2.63 -1.05 -0.06  0.04
N 0.39 0.08 -0.02  -0.04
N 2.78 -0.05 0.03  0.11
O -1.79 -0.26 0.06  0.04
O 0.24 -1.29 -0.07  -0.01



Entry b
ORCA calculation (wB97M-V/def2-TZVPD) on one molecule with the formula C4H6N2O2.

## Properties
SMILES string ... O[C@@H]1[C@@H]2NN=CO[C@H]12
E_HOMO ... -0.3277 Eh

Each line ends with the Löwdin charge.
Atoms and positions in Å:
C 1.31 -0.16 0.20  -0.29
C 0.50 0.72 -0.64  -0.21
C -1.61 -0.74 0.34  -0.25
C 0.47 -0.80 -0.84  -0.15
H 0.07 0.26 1.51  0.05
H 2.41 -0.26 0.15  0.17
H 1.04 1.36 -1.38  0.16
H -0.59 2.14 0.31  0.13
H -2.31 -1.39 0.77  0.13
H 0.92 -1.33 -1.72  0.17
N -0.76 1.33 -0.32  0.01
N -1.67 0.50 0.40  0.03
O 0.90 -0.20 1.53  0.03
O -0.69 -1.43 -0.32  0.02



It turns out entry a is the most stable, with the second structure 0.0019 hartree higher.



Entry a
ORCA calculation (wB97M-V/def2-TZVPD) on one molecule with the formula C4H6N2O2.

## Properties
SMILES string ... C=CC(=O)/N=C(/N)O
E_HOMO (spin up / spin down) ... -0.3334 / -0.3334 Eh

Each line ends with the Löwdin charge.
Atoms and positions in Å:
C 1.10 -0.28 -0.16  -0.51
C -0.37 0.87 -1.23  -0.51
N 1.51 -1.50 0.25  0.19
C -1.11 0.79 0.25  -0.10
C -2.08 -0.09 0.51  0.00
O 1.75 0.69 0.51  0.09
N 0.49 -0.13 -1.34  0.16
O -0.57 1.84 -1.92  0.08
H 2.61 0.88 0.11  0.15
H 1.67 -1.62 1.24  0.12
H 1.01 -2.26 -0.20  0.12
H -1.08 1.75 0.76  0.09
H -2.89 0.15 1.18  0.05
H -2.06 -1.08 0.06  0.06



Entry b
ORCA calculation (wB97M-V/def2-TZVPD) on one molecule with the formula C4H6N2O2.

## Properties
SMILES string ... [H]/N=C\NC(=C)OC=O
E_HOMO ... -0.3444 Eh

Each line ends with the Löwdin charge.
Atoms and positions in Å:
C -0.21 -0.79 -1.41  0.10
C -0.34 0.09 -0.38  -0.36
C 1.61 1.51 0.20  -0.32
C -1.92 -1.25 0.98  -0.29
H -0.88 -1.67 -1.56  0.07
H 0.52 -0.47 -2.19  0.09
H -0.21 1.87 0.71  0.21
H 1.76 2.60 0.44  0.12
H 2.41 -0.28 0.13  0.07
H -2.39 -1.31 2.11  0.19
N 0.28 1.28 -0.13  0.03
N 2.68 0.77 0.15  0.06
O -1.21 -0.14 0.74  0.01
O -2.10 -2.23 0.22  0.01



Entry c
ORCA calculation (wB97M-V/def2-TZVPD) on C4H6N2O2 as an isolated structure.

## Properties
E_HOMO ... -0.3311 Eh

Each line ends with the Löwdin charge.
Atoms and positions in Å:
C 0.14 -0.48 1.05  -0.46
C 0.65 -0.29 -1.12  -0.17
C 0.07 0.36 -2.22  -0.15
C -0.34 1.09 -3.06  0.11
H -1.87 1.37 1.11  0.29
H 0.07 0.03 2.92  0.10
H 0.48 -2.79 1.86  0.17
H 1.74 0.04 -1.09  0.16
H 0.39 -1.34 -0.90  0.10
H -0.15 1.79 -3.89  0.06
N -0.49 0.14 2.12  -0.03
N 0.52 -1.83 1.10  0.01
O -1.10 1.51 2.14  -0.14
O -0.09 0.40 -0.01  -0.06



Entry d
ORCA calculation (wB97M-V/def2-TZVPD) on one molecule with the formula C4H6N2O2.

## Properties
SMILES string ... [H]/N=C(\N)C(C=O)C=O
E_HOMO ... -0.3630 Eh

Each line ends with the Löwdin charge.
Atoms and positions in Å:
C -0.84 -0.82 -0.04  -0.49
C 0.30 0.13 -0.43  -0.18
C 0.21 1.56 0.19  -0.17
C 1.58 -0.64 -0.31  -0.24
H -2.15 0.63 -0.48  0.09
H -2.80 -1.08 -0.36  0.10
H -1.43 -2.18 1.27  0.10
H 0.17 0.41 -1.43  0.14
H 1.14 1.97 0.56  0.13
H 1.44 -1.65 -0.83  0.14
N -2.06 -0.39 -0.51  0.13
N -0.56 -1.80 0.73  0.12
O -0.81 2.16 0.34  0.07
O 2.63 -0.17 0.07  0.07



It turns out entry d is the most stable, with the second structure 0.0338 hartree higher.